Version i
Density functional theory data (ωB97M-V with the def2-TZVPD basis set) for a gas-phase ion, C8H14N3O (charge +1).

E_HOMO: -13.8 eV
total charge: +1
SMILES string: CCC[N+]1=N[C@@H](C)N2C[C@@H]2C1=O

Cartesian coordinates (Å):
H -2.41369 -2.24382 0.24075
C -1.60208 -1.13426 1.77166
H -2.53472 0.12047 0.12450
H 0.87756 -0.44454 -2.51261
H 1.93137 -0.99795 0.26720
C 0.67966 0.31752 -1.75115
H -0.74422 -2.29704 0.28084
H -0.42684 1.12201 -3.29557
C 0.17705 1.56097 -2.57021
H 3.66574 -0.16763 -0.21604
C 0.85111 1.18923 1.10242
C -1.58545 -2.36456 0.87683
N -0.49033 0.36466 0.27999
H -1.48078 -3.24227 1.52269
C 2.59643 -0.12677 0.00519
N 1.90661 0.71235 -1.04227
C 1.99696 1.20988 0.25346
H -2.45635 -1.30712 2.39843
H -0.69352 -0.88760 2.37115
C -1.77024 0.10563 0.96321
H -0.30116 2.21057 -1.77250
H 1.19940 2.01464 -2.84479
H 2.60088 2.05685 0.45096
O 0.51463 1.46311 2.19458
H -2.12495 0.89759 1.76026
N -0.37308 -0.13192 -0.85898

Version ii
Density functional theory data (ωB97M-V with the def2-TZVPD basis set) for 2 unconnected molecules or ions with the total composition C8H14N3O.

E_HOMO: -13.8 eV
total charge: +1

Cartesian coordinates (Å):
H 0.65192 3.02394 -0.46258
H 0.45719 1.84401 -1.83698
C -2.84128 -0.94515 -0.29096
C 1.25093 -0.18094 0.19794
H 1.78103 -2.20667 0.96814
N -2.26301 0.97143 0.79048
H -0.07313 -2.53864 -0.40741
C -3.28573 0.26585 0.38782
C -0.23100 -1.56906 -0.93284
C -1.48485 -0.83924 -0.38257
O 0.91341 -0.76936 -0.95622
H 2.89487 1.12864 0.76882
H -0.25573 -1.88751 -1.90064
H -4.33561 0.61471 0.50019
C 2.56881 0.43351 -0.02997
N -1.13099 0.27568 0.40365
H -0.78753 2.53734 -1.03640
H 3.37397 -0.42490 -0.04646
H 0.31612 1.46738 1.39338
C 1.28206 -1.25771 1.32492
N 0.21236 2.26051 -0.97275
C 0.09363 0.75036 0.59897
H 0.27510 -1.75597 1.44216
H 2.46644 1.16009 -0.89781
H 1.54883 -0.79459 2.28722
H -3.39784 -1.56373 -0.91012

Stability comparison, relative energies in kcal/mol: version i 45.5; version ii 0.0